Density functional theory data (ωB97M-V/def2-TZVPD) for a structure of composition C8H16B2F8O2Rb.

Results
Charge = -1
Relative energy (zero: lowest compared OMol25 entry of this formula, charge and spin) = 0.000 eV

Positions of all 37 atoms, in Å:
C  2.556  1.231  -1.746
F  -1.324  1.370  2.801
H  2.515  2.237  -1.333
O  1.815  -0.812  -0.731
B  -1.403  0.227  3.670
F  3.892  -0.571  1.915
C  -3.651  -0.133  -2.192
H  4.218  0.892  -0.329
H  -1.663  -0.778  -2.716
H  -3.425  -1.112  0.525
C  -4.115  0.348  -0.819
H  0.640  0.170  -2.093
H  -2.691  0.532  0.885
C  3.210  -0.963  -1.037
F  -2.400  -0.596  3.101
F  3.109  -0.126  4.010
H  3.641  -1.465  -0.170
F  -1.664  0.719  4.951
B  2.721  -0.500  2.706
H  -5.147  0.070  -0.612
C  3.749  0.434  -1.195
H  3.335  -1.615  -1.906
H  -1.743  0.938  -2.206
H  2.617  1.304  -2.832
F  1.753  0.329  2.161
C  -3.018  -0.177  0.130
H  0.834  1.010  -0.516
C  1.329  0.410  -1.282
F  -0.218  -0.504  3.651
H  -4.077  1.444  -0.830
F  2.137  -1.797  2.787
H  4.552  0.382  -1.944
C  -2.141  -0.067  -2.037
H  -4.012  -1.151  -2.357
H  -3.998  0.499  -3.011
Rb  -0.033  -1.659  1.312
O  -1.899  -0.520  -0.713

---

Density functional theory data (ωB97M-V/def2-TZVPD) for a structure of composition C38H43CoGeNP2S3.

Results
Multiplicity = 4
E = -186823.0903 eV
Expectation value of S² = 3.760

Positions of all 89 atoms, in Å:
H  -2.555  -2.396  -3.264
C  0.054  -3.460  1.631
Co  2.134  -0.037  1.727
H  4.315  -2.113  -4.262
H  5.703  -3.845  4.180
C  -3.524  3.960  2.586
H  5.491  -1.771  5.567
C  0.077  3.089  -1.826
C  -1.707  -3.967  -0.459
H  -2.435  -2.007  -4.964
C  -1.755  -0.438  -3.672
H  -2.244  4.898  4.031
H  -3.402  -1.717  1.322
H  -5.539  -1.119  2.325
C  -0.592  -2.702  -4.120
C  -0.046  -4.739  1.094
C  0.899  5.574  -0.931
H  4.100  0.279  -3.625
H  1.140  -0.145  -4.152
N  3.885  -0.758  2.801
H  -3.545  1.607  4.960
C  4.404  -0.749  4.035
C  -4.691  0.296  3.696
C  1.830  0.373  -2.128
H  3.179  -1.995  -2.921
C  3.989  -1.867  2.035
H  4.274  0.170  4.598
H  3.410  0.037  -5.221
H  -4.421  4.442  2.956
P  0.285  2.013  0.900
S  3.157  -1.755  0.497
C  -3.412  -0.966  2.093
H  -2.387  -4.154  -1.283
C  0.558  5.407  -2.267
C  3.275  -0.200  -4.161
C  -1.906  -1.926  -4.012
C  4.647  -3.004  2.521
H  -1.394  1.002  3.952
C  -4.634  -0.633  2.671
C  5.191  -2.973  3.789
C  -1.147  3.600  2.718
H  0.479  -1.894  -1.240
C  -3.599  3.077  1.513
C  -0.925  -4.996  0.054
C  0.413  3.239  -0.486
H  -4.556  2.861  1.051
H  -0.191  3.784  3.195
H  -0.236  2.143  -2.219
C  -2.301  0.553  3.573
S  0.650  -0.805  3.435
C  -2.301  4.216  3.191
C  0.099  0.287  0.539
H  0.622  6.240  -2.957
H  -2.508  1.748  0.227
H  1.112  4.655  0.978
H  1.998  1.359  -1.703
H  0.743  -3.261  2.441
C  -2.450  2.455  1.048
H  -2.251  -0.705  -1.579
S  1.927  2.318  2.030
C  -1.600  -2.693  0.073
C  1.957  0.401  -3.668
H  -1.829  0.919  -1.996
H  1.875  1.434  -4.017
H  0.048  -2.266  -4.894
C  0.830  4.504  -0.056
C  -0.724  -2.425  1.128
H  -0.997  -5.992  -0.365
H  -0.111  4.009  -3.750
C  -3.517  0.886  4.150
H  -0.943  -0.017  -4.274
Ge  0.209  -0.386  -1.316
H  1.224  6.541  -0.567
C  -1.218  2.720  1.648
H  -2.182  -1.895  -0.367
H  -0.771  -3.745  -4.389
H  0.575  -5.534  1.490
H  2.578  -2.216  -4.570
H  -2.661  0.079  -4.000
P  -0.555  -0.752  1.831
C  -2.227  -0.370  2.524
C  -1.548  -0.117  -2.178
H  -0.033  -2.700  -3.186
C  3.342  -1.714  -3.967
H  4.702  -3.886  1.899
H  -5.643  0.552  4.147
C  0.150  4.162  -2.709
C  5.076  -1.824  4.570
H  2.608  -0.261  -1.698

---

Density functional theory data (ωB97M-V/def2-TZVPD) for a structure of composition C26H58AlOP4.

Results
Charge = +3
Relative energy (zero: lowest compared OMol25 entry of this formula, charge and spin) = 0.153 eV

Positions of all 90 atoms, in Å:
C  -3.531  6.300  -0.260
H  -0.791  -1.045  3.706
H  -4.511  5.297  -3.338
C  -4.063  6.349  -1.566
H  0.474  -3.863  -2.364
H  0.359  4.085  3.421
C  1.826  1.010  -2.333
H  1.795  -0.098  -2.458
H  -0.489  -0.530  -3.132
H  -4.490  7.310  -1.914
H  -2.573  4.991  1.215
C  -2.976  3.985  -0.588
H  2.658  -1.742  2.862
P  0.145  1.618  -2.363
C  -0.210  -0.573  2.904
H  -1.922  0.331  -2.503
P  1.008  3.041  1.295
C  -3.449  4.026  -1.927
C  1.966  -2.617  -1.338
H  2.500  -3.457  3.324
H  -0.954  3.693  -2.810
H  4.106  -2.701  3.222
H  -3.277  -2.036  -2.788
H  -0.093  -6.082  1.859
H  -0.644  1.849  -1.203
P  1.585  -3.020  0.442
H  -0.578  4.713  2.027
C  -2.959  5.133  0.193
H  3.040  2.611  2.562
C  2.281  3.806  0.216
O  -2.650  2.856  0.141
H  3.352  -2.910  -2.944
C  -4.586  -0.936  -1.545
H  0.937  -2.386  -3.225
H  -2.007  -1.839  1.296
H  3.510  -5.288  1.674
C  2.067  2.116  2.472
H  0.826  3.881  -2.732
H  -3.270  -1.013  2.268
C  0.544  -5.185  1.886
H  -3.145  -2.436  -0.973
C  1.427  -5.787  -0.421
C  0.788  -4.713  0.448
H  0.026  -4.431  2.483
H  1.561  2.114  3.453
H  -0.198  -4.481  0.009
H  -3.183  1.841  2.652
H  -3.439  3.156  -2.588
H  0.247  -1.352  2.266
C  3.205  -3.284  -1.923
C  -0.987  0.442  -3.071
C  -4.046  5.203  -2.383
H  1.431  -5.544  -1.486
C  3.259  -3.144  1.287
H  -0.148  -2.291  -1.819
H  2.220  1.499  -3.254
C  0.733  -2.805  -2.230
H  3.142  3.151  0.137
P  -1.398  0.398  1.908
H  -1.740  2.004  3.706
H  2.175  -1.541  -1.255
C  3.110  -2.732  2.757
H  -1.192  0.939  -4.023
C  -2.373  1.300  3.152
C  -3.603  -1.824  -1.761
H  0.028  2.920  -4.127
H  -2.783  0.543  3.833
Al  -1.087  2.162  0.288
H  0.576  0.058  3.338
H  2.577  4.756  0.700
H  1.890  4.029  -0.789
C  -2.573  -0.903  1.427
H  2.454  -6.027  -0.107
H  3.843  -2.360  0.772
H  4.996  -4.333  1.632
H  0.838  -6.709  -0.308
H  4.207  -4.748  0.114
H  -3.546  7.125  0.407
H  4.114  -3.042  -1.355
C  0.425  4.401  2.371
H  1.478  -5.463  2.403
H  -3.135  -0.699  0.501
C  0.006  3.232  -3.078
C  4.013  -4.459  1.151
H  1.119  5.239  2.278
H  -4.965  -0.311  -2.343
H  2.219  1.077  2.130
H  2.424  1.308  -1.438
H  -5.053  -0.790  -0.541
H  3.106  -4.374  -1.987

---

Density functional theory data (ωB97M-V/def2-TZVPD) for a cluster of 2 separate species, C3H12N in total.

Results
Charge = +1
Relative energy (zero: lowest compared OMol25 entry of this formula, charge and spin) = 0.443 eV

Positions of all 16 atoms, in Å:
C  1.670  1.182  -0.856
H  2.640  1.303  -0.374
H  1.101  -0.430  0.375
C  0.434  1.330  1.374
H  -0.303  0.385  -0.421
H  1.372  2.200  -1.104
H  0.051  2.330  1.162
H  1.374  1.403  1.911
H  -0.267  0.811  2.030
H  -3.100  -2.197  -0.069
H  -2.274  -2.096  -1.454
H  -1.425  -1.959  -0.027
C  0.665  0.527  0.086
H  -1.963  -3.435  -0.491
N  -2.204  -2.443  -0.491
H  1.746  0.621  -1.797

---

Density functional theory data (ωB97M-V/def2-TZVPD) for a cluster of 14 separate species, C61H103N14O in total.

Results
Charge = -1
Relative energy (zero: lowest compared OMol25 entry of this formula, charge and spin) = 4.019 eV

Positions of all 179 atoms, in Å:
N  2.163  4.441  9.257
N  2.813  13.261  0.312
H  3.951  -5.886  -7.982
C  -7.677  -5.041  -7.201
H  -7.872  6.323  7.916
C  3.432  12.831  1.456
C  2.734  5.157  8.536
H  -1.670  -4.577  10.169
N  11.199  -8.296  4.734
C  2.977  11.058  0.177
C  0.754  1.364  -12.458
H  3.228  -3.474  13.741
H  2.872  7.009  7.755
H  -1.083  1.919  1.619
H  4.648  -5.581  13.303
N  4.351  -4.930  12.590
H  5.238  -5.816  10.885
C  -8.169  7.224  1.363
H  0.145  0.887  2.304
H  12.744  -5.543  4.454
C  -7.941  5.240  8.014
H  -1.800  0.973  -13.699
N  -7.857  -4.984  -6.048
H  3.409  -3.310  -7.973
H  -8.761  4.156  -10.334
H  -5.884  4.876  8.814
H  -6.534  -5.757  -8.823
C  -0.049  -1.261  0.653
H  9.523  -0.400  -2.495
C  -10.322  3.434  -9.187
C  0.786  0.892  -0.155
C  4.595  -5.033  11.258
H  0.452  -1.612  -0.250
H  0.226  -11.320  1.442
N  -6.538  5.735  0.869
C  5.429  -2.721  -8.589
C  -3.487  -4.401  9.009
H  -2.502  0.786  -3.922
N  9.791  2.638  -0.705
H  2.424  -9.982  1.166
H  10.115  -0.283  -4.149
H  1.968  12.234  -1.414
C  11.524  -0.077  -2.575
H  -1.589  0.366  2.215
H  10.602  -5.291  3.115
C  10.677  -4.900  4.129
H  -2.502  -3.082  10.314
C  1.056  0.613  -1.654
C  -6.509  4.589  7.968
H  3.966  -5.123  -9.594
C  -6.401  6.868  0.058
H  4.082  -3.644  9.563
H  -10.007  -7.257  -9.656
H  2.711  14.213  -0.010
H  1.401  -8.151  -0.106
H  -8.649  4.910  7.253
C  -1.831  0.786  -12.625
H  -0.491  1.982  -2.350
C  3.619  11.503  1.322
H  -0.993  2.544  -11.847
C  -0.252  0.921  -2.426
C  -7.432  7.738  0.290
H  9.479  -4.399  5.741
H  8.954  -5.904  4.916
H  -11.323  3.581  -8.780
H  -7.912  5.195  2.329
H  8.804  1.921  -3.556
C  10.159  0.181  -3.163
C  0.743  -8.963  0.204
H  4.802  -3.910  -7.032
C  6.036  5.370  7.983
H  -9.372  -7.074  -7.992
N  -11.545  6.957  -8.135
C  3.615  -3.758  12.773
H  4.797  6.644  9.324
H  -0.919  -1.847  0.948
H  -1.731  -1.780  -3.371
H  -8.266  -5.801  -10.565
H  5.019  -2.248  -9.481
H  -9.664  3.117  -8.378
H  -10.503  2.650  -9.922
C  -9.344  5.849  -9.062
H  -5.585  6.831  -0.649
C  6.767  -3.258  -8.889
C  -4.455  -3.705  12.022
H  -2.871  1.838  -2.492
C  -0.477  0.183  0.362
H  2.883  10.058  -0.217
H  1.218  -11.210  2.856
C  -1.314  -1.423  -2.429
H  11.599  -1.137  -2.334
H  0.742  1.811  -13.452
C  11.455  -7.160  4.795
N  -8.043  1.686  6.376
H  -0.176  -10.032  2.679
H  0.766  -1.354  1.371
H  -8.411  5.095  8.987
H  -6.042  4.859  0.950
C  -7.408  2.328  7.141
C  -7.379  -5.100  -8.616
H  5.633  -1.856  -7.958
H  -4.122  -2.670  12.093
C  -2.702  0.822  -2.851
H  -0.573  1.330  -10.799
C  -0.770  0.879  1.711
N  -4.156  -4.548  8.056
N  7.767  -3.748  -9.117
H  -8.808  5.631  -8.138
C  4.414  -3.728  -8.034
C  2.546  12.149  -0.506
H  2.798  -2.281  11.430
H  -8.967  7.782  1.830
C  -0.642  -8.545  0.504
H  1.309  -0.424  -1.872
N  -1.742  -8.254  0.741
C  -8.548  -5.644  -9.524
C  -3.241  -4.618  11.574
H  10.441  2.368  -3.705
C  9.782  1.731  -3.116
C  -1.494  0.086  -2.030
H  -2.823  1.150  -12.359
H  -9.330  -4.885  -9.511
C  3.420  -3.153  11.570
H  -7.086  -4.078  -8.855
H  -1.826  -2.034  -1.686
C  -10.577  6.450  -8.570
H  5.286  7.317  7.811
H  -7.064  2.878  9.124
C  -6.625  3.077  8.146
H  5.458  -5.422  -8.832
H  4.125  10.888  2.052
C  1.461  -9.555  1.446
C  -9.143  -6.978  -9.053
C  -7.662  5.959  1.607
O  -2.883  -0.222  0.010
H  -0.134  0.804  -3.503
H  -0.276  -1.748  -2.350
C  3.484  6.107  7.727
C  -9.655  4.606  -9.902
C  -1.727  -0.648  -12.434
C  4.431  -5.134  -8.608
H  -3.515  -5.672  11.619
H  -5.638  2.617  8.192
H  1.730  -8.731  2.107
C  9.321  -4.887  4.779
H  3.679  13.545  2.228
H  0.683  -9.766  -0.531
H  11.727  -5.427  5.903
C  -0.618  1.521  -11.871
C  4.047  -3.947  10.599
H  0.596  1.961  -0.249
H  -8.425  -7.793  -9.141
H  1.075  0.340  -12.648
H  -8.598  6.446  -9.588
C  11.746  -5.723  4.854
H  -5.242  -3.730  11.268
H  6.876  5.497  8.665
H  -10.162  4.856  -10.834
H  12.356  0.136  -3.247
H  11.695  0.344  -1.584
H  5.608  4.372  8.079
H  -5.893  4.763  7.086
H  1.556  1.838  -11.892
C  -2.671  -4.158  10.274
C  9.782  2.277  -1.760
H  8.557  -4.363  4.204
H  1.638  0.625  0.470
H  3.495  5.726  6.706
H  1.912  1.244  -1.891
H  -7.656  8.693  -0.161
H  -2.467  -4.501  12.333
C  4.894  6.407  8.265
H  -3.643  0.308  -2.659
H  -4.883  -4.088  12.949
H  11.022  -3.873  4.006
C  0.600  -10.615  2.184
N  -1.609  -1.800  -12.234
H  6.399  5.502  6.963
N  -1.653  0.384  -0.602

---

Density functional theory data (ωB97M-V/def2-TZVPD) for the molecule C9H12N2O2S.

Results
SMILES = C=CCS[C@@]1([N+](=O)[O-])C=CC=C[C@H]1N
Relative energy (zero: lowest compared OMol25 entry of this formula, charge and spin) = 6.401 eV

Positions of all 26 atoms, in Å:
C  0.810  0.400  0.330
O  0.354  2.510  -0.435
H  -3.812  -0.951  -0.823
H  1.141  -2.398  2.214
N  0.860  1.888  0.515
C  1.180  -1.713  1.460
C  -3.199  0.853  0.100
H  -1.502  1.000  1.305
C  -2.053  0.225  0.701
H  1.898  0.247  -2.667
C  1.948  -1.363  -0.809
C  2.069  0.087  -0.623
S  -0.713  0.079  -0.647
C  1.487  -2.183  0.116
H  -2.215  -0.651  1.313
H  1.900  1.550  -1.919
C  0.852  -0.411  1.576
H  1.390  -3.155  -0.164
O  1.634  2.329  1.368
N  2.349  0.657  -1.864
H  -4.848  0.357  -1.202
H  2.257  -1.655  -1.826
H  2.777  0.230  0.156
H  -3.270  1.904  -0.002
H  0.686  0.064  2.460
C  -3.981  0.100  -0.633

---

Density functional theory data (ωB97M-V/def2-TZVPD) for a cluster of 3 separate species, C4H13NO2 in total.

Results
SMILES = C/C=C/NC.O.O
Relative energy (zero: lowest compared OMol25 entry of this formula, charge and spin) = 1.318 eV

Positions of all 20 atoms, in Å:
H  0.665  1.338  2.221
H  1.581  -2.206  -1.282
H  2.245  1.013  1.481
H  1.260  1.304  -0.849
H  -1.035  -1.048  1.491
C  -1.550  -0.045  -0.237
H  1.846  2.103  -2.060
N  0.686  0.001  0.657
H  -3.558  0.277  -0.913
H  -1.213  0.633  -1.018
H  1.480  -0.064  2.719
C  -3.042  -0.243  -0.107
C  1.332  0.553  1.853
H  1.272  -0.766  0.358
C  -0.679  -0.383  0.694
H  -3.261  -1.303  -0.288
H  -3.448  0.099  0.842
O  1.213  1.418  -1.818
O  2.265  -1.550  -1.471
H  1.940  -1.130  -2.275

---

One value per record, in order, for max |F|: 1.6; 0.5; 3.6; 0.9; 4.5; 4.3; 2.0 eV/Å.